{"formula": "C28H38BrCsF6N12O6S3", "method": "ωB97M-V/def2-TZVPD", "elements": ["Cs", "N", "C", "C", "C", "O", "O", "H", "H", "H", "H", "H", "H", "C", "C", "C", "C", "C", "Br", "N", "C", "H", "H", "H", "H", "H", "H", "N", "C", "C", "N", "C", "C", "N", "C", "C", "N", "H", "H", "H", "H", "H", "H", "N", "C", "N", "C", "N", "F", "C", "F", "F", "S", "O", "O", "N", "S", "O", "O", "C", "F", "F", "F", "C", "C", "C", "C", "N", "C", "S", "N", "C", "C", "C", "C", "H", "H", "H", "H", "H", "H", "H", "H", "H", "H", "H", "H", "H", "H", "H", "H", "H", "H", "H", "H"], "positions_angstrom": [[0.66, 1.31, 0.23], [5.78, 3.75, -1.37], [4.58, 2.95, -2.02], [4.67, 1.41, -2.08], [4.49, 0.66, -0.91], [4.62, -0.70, -0.93], [4.00, 1.21, 0.17], [6.38, 4.22, -2.05], [6.25, 3.22, -0.68], [4.65, 3.35, -2.99], [3.76, 3.44, -1.51], [5.31, 1.01, -2.88], [-6.43, 6.47, 3.59], [-5.32, 0.25, -0.48], [-4.32, -0.90, -0.48], [-4.49, -2.07, 0.25], [-3.41, -2.97, 0.37], [-2.27, -2.68, -0.32], [-0.79, -3.98, -0.40], [-1.97, -1.52, -0.84], [-2.97, -0.63, -0.79], [-4.77, 1.21, -0.45], [-5.91, 0.24, 0.51], [-6.04, 0.28, -1.31], [-5.53, -2.28, 0.62], [-3.70, -3.92, 0.73], [-2.60, 0.34, -1.14], [-4.33, 1.35, 2.44], [-4.63, 2.58, 1.98], [-3.52, 3.14, 1.50], [-2.47, 2.29, 1.64], [-3.00, 1.22, 2.23], [-2.23, 0.09, 2.64], [-0.95, -0.04, 2.32], [-0.54, -1.14, 2.92], [-1.51, -1.70, 3.72], [-2.57, -0.87, 3.55], [-5.01, 0.86, 3.04], [-5.64, 2.95, 1.97], [-3.47, 4.07, 0.88], [0.42, -1.39, 2.69], [-1.57, -2.60, 4.31], [-3.41, -0.95, 3.99], [-5.97, -0.73, 3.95], [-7.13, -0.73, 3.97], [-8.44, -0.60, 4.13], [-9.26, -1.43, 3.55], [-10.08, -2.04, 3.01], [1.94, -7.95, 7.12], [2.20, -6.64, 7.01], [1.77, -6.36, 5.76], [1.55, -5.84, 7.95], [4.06, -6.48, 7.22], [4.24, -7.28, 8.38], [4.65, -6.95, 5.99], [4.45, -4.97, 7.54], [3.90, -3.83, 6.51], [4.33, -2.56, 7.04], [2.49, -3.99, 6.13], [4.80, -4.05, 4.86], [6.11, -4.28, 5.00], [4.60, -2.86, 4.20], [4.23, -5.03, 4.18], [3.27, 0.47, -5.56], [2.22, -0.47, -4.72], [0.80, -0.50, -5.18], [0.02, -0.39, -3.91], [-0.87, 0.78, -3.70], [-0.54, 1.94, -3.16], [-1.85, 2.74, -2.40], [0.69, 2.29, -3.33], [0.94, 3.60, -2.74], [1.41, 4.77, -3.92], [0.48, 4.75, -5.04], [0.74, 3.73, -6.37], [3.16, 1.70, -5.05], [3.59, 0.25, -6.39], [4.03, 0.36, -4.98], [2.27, -0.20, -3.67], [2.66, -1.53, -4.66], [0.28, -1.50, -5.66], [0.77, 0.48, -5.64], [0.76, -0.30, -3.13], [-0.43, -1.31, -3.70], [-1.72, 0.51, -3.33], [4.17, -0.83, -0.20], [1.78, 3.69, -2.01], [0.04, 4.03, -2.20], [2.60, 4.75, -4.10], [1.48, 5.78, -3.21], [0.67, 5.82, -5.49], [-0.43, 5.03, -4.68], [-0.16, 3.90, -6.99], [0.98, 2.71, -6.43], [1.60, 4.03, -6.66]], "max_force_ev_per_a": 14.355, "total_charge": -2, "multiplicity": 1, "de_lowest_kj_mol": 1293.1, "homo_ha": [-0.13610, -0.13613], "total_energy_ev": -179210.36776, "homo_lumo_gap_ha": [0.156, 0.238]}

{"formula": "C18H23NO4S", "method": "ωB97M-V/def2-TZVPD", "elements": ["C", "C", "C", "C", "O", "O", "C", "C", "C", "O", "C", "C", "S", "C", "C", "N", "C", "C", "O", "C", "C", "C", "C", "C", "H", "H", "H", "H", "H", "H", "H", "H", "H", "H", "H", "H", "H", "H", "H", "H", "H", "H", "H", "H", "H", "H", "H"], "positions_angstrom": [[1.90, 0.65, -3.96], [1.79, -0.15, -2.71], [1.88, -1.50, -2.73], [1.77, -2.31, -1.53], [1.81, -3.52, -1.49], [1.62, -1.64, -0.35], [1.52, -0.30, -0.30], [1.34, 0.26, 0.97], [1.22, 1.63, 1.11], [1.06, 2.31, 2.27], [1.04, 1.64, 3.52], [-0.37, 1.37, 4.04], [-1.31, 0.13, 3.07], [-2.20, 1.24, 1.92], [-3.23, 0.48, 1.07], [-2.76, -0.24, -0.08], [-2.15, 0.59, -1.11], [-1.93, -0.26, -2.36], [-1.10, -1.36, -2.08], [-1.68, -2.17, -1.08], [-1.91, -1.38, 0.21], [1.28, 2.44, -0.04], [1.47, 1.89, -1.28], [1.60, 0.50, -1.44], [1.00, 1.24, -4.12], [2.74, 1.34, -3.90], [2.05, 0.00, -4.82], [2.01, -2.05, -3.64], [1.27, -0.42, 1.80], [1.62, 0.72, 3.48], [1.53, 2.33, 4.21], [-0.95, 2.29, 4.05], [-0.30, 0.97, 5.05], [-1.47, 1.74, 1.29], [-2.71, 1.97, 2.54], [-3.76, -0.24, 1.71], [-3.96, 1.21, 0.71], [-2.83, 1.42, -1.34], [-1.18, 1.01, -0.79], [-1.43, 0.32, -3.13], [-2.90, -0.61, -2.73], [-0.98, -2.99, -0.91], [-2.64, -2.57, -1.44], [-2.41, -2.01, 0.95], [-0.94, -1.07, 0.62], [1.18, 3.51, 0.09], [1.51, 2.54, -2.14]], "smiles": "Cc1cc(=O)oc2cc(OCCSCCN3CCOCC3)ccc12", "max_force_ev_per_a": 1.046, "multiplicity": 1, "de_lowest_kj_mol": 169.9, "homo_ha": -0.30233, "total_energy_ev": -39554.35624, "homo_lumo_gap_ha": 0.317}

{"formula": "C6H11NO", "method": "ωB97M-V/def2-TZVPD", "elements": ["C", "C", "C", "C", "C", "N", "C", "O", "H", "H", "H", "H", "H", "H", "H", "H", "H", "H", "H"], "positions_angstrom": [[1.04, -1.38, -1.49], [-1.50, 0.12, 1.63], [0.72, 2.29, 0.11], [-1.46, 0.34, 0.12], [0.37, 0.91, -0.23], [1.27, -2.58, -0.69], [0.58, -0.19, -0.77], [-2.25, 1.06, -0.48], [1.97, -2.40, 0.02], [0.41, -2.85, -0.21], [1.97, -1.12, -2.00], [0.31, -1.62, -2.27], [-1.22, -0.75, -0.33], [-1.58, 1.09, 2.13], [-0.61, -0.40, 1.98], [-2.38, -0.48, 1.87], [-0.14, 2.92, -0.12], [1.58, 2.65, -0.45], [0.92, 2.38, 1.18]], "max_force_ev_per_a": 4.009, "multiplicity": 1, "de_lowest_kj_mol": 445.7, "homo_ha": -0.31229, "total_energy_ev": -9933.83533, "homo_lumo_gap_ha": 0.331}

{"formula": "C5H6S2", "method": "ωB97M-V/def2-TZVPD", "elements": ["C", "C", "C", "C", "C", "S", "S", "H", "H", "H", "H", "H", "H"], "positions_angstrom": [[-0.99, 0.93, 1.04], [-1.78, -0.19, 1.14], [-0.21, 0.90, -0.07], [-0.01, -0.40, -0.65], [1.38, -0.87, -0.17], [-1.43, -1.44, -0.03], [2.70, -0.37, -1.13], [-1.23, 1.97, 1.38], [-2.67, -0.37, 1.70], [0.50, 1.74, -0.20], [0.15, -0.57, -1.76], [1.48, -0.59, 0.91], [2.11, -0.74, -2.16]], "max_force_ev_per_a": 3.746, "multiplicity": 1, "de_lowest_kj_mol": 310.4, "homo_ha": [-0.25578, -0.28101], "total_energy_ev": -26948.70810, "homo_lumo_gap_ha": [0.250, 0.275]}

Which value of multiplicity does entry 3 give?
1